# 1
Below is 2 unconnected molecules or ions with the total composition CH7NO in a non-equilibrium geometry, with properties calculated with ωB97M-V/def2-TZVPD.

```
10
Properties=species:S:1:pos:R:3:mulliken_charge:R:1
N -0.43738 -0.52406 0.40380 -0.647
C 0.77411 0.19205 0.81853 -0.806
H -0.28636 -1.53732 0.46010 0.218
H -1.20942 -0.31532 1.04650 0.218
H 1.58365 -0.05992 0.11300 0.287
H 1.11325 -0.04268 1.84151 0.314
H 0.57527 1.27504 0.75362 0.287
O -0.40867 0.59743 -1.88902 -0.712
H -0.56093 0.08595 -1.06230 0.526
H -1.14351 0.32882 -2.48576 0.315
```

Values from the calculation:
Relative energy (zero: lowest compared OMol25 entry of this formula, charge and spin): 0.1 kcal/mol
Highest occupied orbital energy: -0.3655 hartree
SMILES string: CN.O
Frontier orbital gap: 0.4005 hartree
LUMO: 0.95 eV
2S+1: 1

---

# 2
Below is a molecular structure, C12H15F4N2ReSbSe4 in a non-equilibrium geometry, with properties calculated with ωB97M-V/def2-TZVPD.

```
39
Properties=species:S:1:pos:R:3:mulliken_charge:R:1
Re 0.06895 0.04388 0.59611 0.620
C -3.64171 -0.01557 1.04594 -1.026
C -3.02227 -0.50558 -0.24959 -0.435
N -1.80330 0.19441 -0.77296 0.406
C -1.44351 -0.36606 -2.12421 -0.684
C -1.03870 -1.82707 -2.21615 -1.275
C -2.04779 1.67668 -0.94585 -0.612
C -1.08381 2.52014 -0.10695 -0.753
N 0.21843 1.84738 -0.22124 0.329
C 1.25474 2.38618 -0.90690 -0.254
C 2.25952 1.47932 -1.32028 0.940
F 1.99414 0.19186 -1.01167 -0.107
C 3.37615 1.84307 -2.01832 -0.285
F 4.23296 0.93387 -2.41249 -0.221
C 3.57216 3.19533 -2.30608 -0.214
C 2.63130 4.13179 -1.89608 0.010
F 2.81533 5.40209 -2.14129 -0.212
C 1.47605 3.75406 -1.22836 0.510
F 0.63583 4.68377 -0.84275 -0.248
H -4.54355 -0.60321 1.21559 0.436
H -3.94554 1.03085 1.02141 0.321
H -2.99569 -0.17758 1.90867 0.091
H -3.78147 -0.41742 -1.03417 0.425
H -2.77878 -1.56050 -0.15026 0.252
H -0.64245 0.25170 -2.53536 0.405
H -2.32284 -0.21475 -2.75814 0.545
H -0.06112 -2.01441 -1.77689 0.267
H -0.95407 -2.08161 -3.27267 0.432
H -1.76724 -2.51004 -1.78478 0.338
H -3.07237 1.93546 -0.68702 0.506
H -1.91031 1.92577 -1.99754 0.339
H -1.40150 2.52767 0.93422 0.178
H -1.08053 3.54551 -0.46064 0.565
H 4.45356 3.51542 -2.85244 0.559
Se -1.93065 -3.13861 3.55766 -0.120
Sb 0.39952 -3.52322 3.40257 0.979
Se -0.63116 0.48534 2.67374 0.018
Se 0.94048 -2.03351 0.87388 0.031
Se 2.65934 -4.08643 3.92580 -0.055
```

Values from the calculation:
Relative energy (zero: lowest compared OMol25 entry of this formula, charge and spin): 23.6 kcal/mol
Highest occupied orbital energy (alpha / beta): -0.6656 / -0.6656 hartree
Charge: +3
Frontier orbital gap (alpha / beta): 0.1841 / 0.1839 hartree
LUMO (alpha / beta): -13.10 / -13.11 eV
2S+1: 1

---

# 3
Below is a molecular structure, C15H20Br2N2O2PtS in a non-equilibrium geometry, with properties calculated with ωB97M-V/def2-TZVPD.

```
43
Properties=species:S:1:pos:R:3:mulliken_charge:R:1
Pt -1.15528 -2.22939 0.04427 0.999
Br -4.35518 0.01941 -0.13563 0.008
C -5.02388 -1.76389 0.06747 -0.522
Br -3.56188 -3.04439 0.33417 0.057
H -5.55658 -2.05249 -0.83633 0.414
H -5.66368 -1.81179 0.94707 0.393
C 2.00592 -1.17929 0.83097 -0.752
O 1.28872 -2.18049 0.12637 -0.294
C 1.71892 -3.49989 0.45557 -0.550
C 0.99412 -4.48509 -0.44773 -0.544
O -0.39568 -4.45039 -0.13643 -0.326
C -1.14038 -5.47979 -0.77413 -0.816
H 3.07652 -1.30149 0.64597 0.386
H 1.82022 -1.22679 1.90707 0.355
H 1.68332 -0.21699 0.43897 0.186
H 1.49682 -3.72309 1.50667 0.341
H 2.79962 -3.58049 0.28757 0.411
H 1.38722 -5.49239 -0.26443 0.465
H 1.15942 -4.22419 -1.50143 0.352
H -0.67958 -6.45139 -0.57483 0.363
H -1.19828 -5.32369 -1.85553 0.343
H -2.13728 -5.46619 -0.33973 0.240
S -0.83438 4.38541 -0.71563 -0.091
C -0.78528 2.61131 -0.43643 0.182
C -1.11068 2.06011 0.79757 -0.383
C -1.19068 0.68291 0.90827 -0.605
N -0.95748 -0.13029 -0.12163 0.061
C -0.60348 0.39091 -1.29573 -0.311
C -0.50848 1.75681 -1.49793 -0.514
C 0.81152 4.84271 -0.11843 0.356
C 1.82772 4.91911 -1.05833 -0.192
C 3.08372 5.32521 -0.61273 -0.439
N 3.28762 5.62601 0.64197 -0.506
C 2.33892 5.58311 1.54327 -0.412
C 1.04712 5.18721 1.20287 -0.150
H -1.32708 2.68151 1.64937 0.480
H -1.46518 0.22151 1.84917 0.502
H -0.38748 -0.30469 -2.09883 0.438
H -0.23638 2.14231 -2.46603 0.501
H 1.65842 4.70351 -2.10123 0.409
H 3.92282 5.41361 -1.28863 0.374
H 2.60062 5.87761 2.54947 0.379
H 0.26492 5.18831 1.94347 0.413
```

Values from the calculation:
Relative energy (zero: lowest compared OMol25 entry of this formula, charge and spin): 33.8 kcal/mol
Highest occupied orbital energy: -0.5066 hartree
Charge: +2
Frontier orbital gap: 0.1635 hartree
LUMO: -9.34 eV
2S+1: 1

---

# 4
Below is a single C3H7N3 molecule in a non-equilibrium geometry, with properties calculated with ωB97M-V/def2-TZVPD.

```
13
Properties=species:S:1:pos:R:3:mulliken_charge:R:1
C -0.61303 -1.05734 0.68105 -0.865
C 1.40291 0.04364 -0.14090 0.031
C -0.79231 1.01392 -0.54529 0.051
H 0.08081 -1.92477 0.73518 0.354
H -0.87995 -0.71288 1.69498 0.278
H -1.57719 -1.43593 0.18224 0.315
H 1.77966 0.85680 -0.72164 0.248
H 3.09785 -0.52461 -0.01081 0.256
H -0.21412 1.79300 -1.10542 0.209
H -2.44739 1.76329 -0.78128 0.232
N -0.00663 0.03135 -0.00421 0.084
N 2.19933 -0.80911 0.37143 -0.612
N -2.02995 0.96264 -0.35534 -0.582
```

Values from the calculation:
Relative energy (zero: lowest compared OMol25 entry of this formula, charge and spin): 12.3 kcal/mol
Highest occupied orbital energy: -0.3337 hartree
SMILES string: [H]/N=C/N(C)/C=N/[H]
Frontier orbital gap: 0.3639 hartree
LUMO: 0.82 eV
2S+1: 1

---

# 5
Below is 2 unconnected molecules or ions with the total composition C4H10NOS in a non-equilibrium geometry, with properties calculated with ωB97M-V/def2-TZVPD.

```
17
Properties=species:S:1:pos:R:3:mulliken_charge:R:1
C -2.78462 0.07267 -0.09432 -1.003
C -0.82813 1.43182 0.33764 -1.099
C 2.38462 -1.32915 1.15714 -0.677
C -1.33076 0.13836 -0.25252 0.712
N 2.24775 -1.06005 -0.19421 0.014
O 2.84623 0.08219 -0.53539 -0.252
S -0.40803 -1.02235 -1.00509 -0.034
H -2.98664 -0.81435 0.57256 0.309
H -3.20404 1.01926 0.40416 0.311
H -3.24489 -0.12296 -1.12044 0.342
H -1.50676 1.66857 1.10629 0.379
H -0.75649 2.29363 -0.33418 0.317
H 0.16007 1.27842 0.62476 0.290
H 2.36597 -0.50322 1.87229 0.351
H 3.45862 -1.68897 1.37795 0.320
H 1.70076 -2.16871 1.39077 0.325
H 2.77053 0.36319 -1.49367 0.396
```

Values from the calculation:
Relative energy (zero: lowest compared OMol25 entry of this formula, charge and spin): 134.3 kcal/mol
Highest occupied orbital energy (alpha / beta): -0.4761 / -0.5117 hartree
Charge: +1
Frontier orbital gap (alpha / beta): 0.2173 / 0.3077 hartree
LUMO (alpha / beta): -7.04 / -5.55 eV
2S+1: 1

---

# 6
Below is a molecular structure, C4H8O2 in a non-equilibrium geometry, with properties calculated with ωB97M-V/def2-TZVPD.

```
14
Properties=species:S:1:pos:R:3:mulliken_charge:R:1
C -0.17745 -0.49009 -1.45195 -1.206
C 0.41148 -0.52708 -0.05452 0.385
O 1.75526 -0.81299 -0.08487 -0.522
C -0.00880 1.34139 0.63245 -0.985
C -0.26076 0.10331 1.28988 0.266
O -1.59864 -0.23535 1.45677 -0.521
H 0.40111 0.21184 -2.07926 0.353
H -1.20576 -0.14493 -1.39473 0.290
H -0.16619 -1.45458 -1.98769 0.369
H 2.12338 -0.43912 -0.90843 0.341
H 0.87879 1.91408 0.87899 0.279
H -0.81445 1.84482 0.09825 0.294
H 0.37321 -0.11999 2.15359 0.277
H -1.57379 -1.19942 1.42687 0.380
```

Values from the calculation:
Relative energy (zero: lowest compared OMol25 entry of this formula, charge and spin): 83.7 kcal/mol
Highest occupied orbital energy: -0.2800 hartree
Frontier orbital gap: 0.3068 hartree
LUMO: 0.73 eV
2S+1: 1

---

# 7
Below is a gas-phase ion, C6H13N (charge -1) in a non-equilibrium geometry, with properties calculated with ωB97M-V/def2-TZVPD.

```
20
Properties=species:S:1:pos:R:3:mulliken_charge:R:1
C 0.55605 0.60442 -1.46903 -2.495
C 0.95410 0.83984 -0.01821 -0.539
C -0.25648 0.87957 0.90324 -0.980
C -1.12062 -0.37353 0.93013 -1.005
C -0.48985 -1.60225 1.48781 -0.196
C 0.14690 -2.55466 0.80529 -0.753
N 0.13491 1.89811 -2.08327 -0.744
H -0.21043 -0.13357 -1.70820 0.189
H 1.43505 0.26021 -2.02265 0.210
H 1.53786 -0.03636 0.29548 0.331
H 1.51625 1.76736 0.00463 0.566
H -0.90048 1.72854 0.65073 0.255
H 0.07659 1.12866 1.91468 0.574
H -2.06416 -0.14411 1.43645 0.595
H -1.44670 -0.57895 -0.09548 0.290
H -0.24150 -1.54874 2.54997 0.288
H 0.23960 -2.42722 -0.26516 0.389
H 0.57362 -3.34715 1.39753 0.400
H -0.88151 1.89152 -2.16286 0.899
H 0.46048 1.93089 -3.04931 0.726
```

Values from the calculation:
Relative energy (zero: lowest compared OMol25 entry of this formula, charge and spin): 20.7 kcal/mol
Highest occupied orbital energy (alpha / beta): 0.0511 / -0.1966 hartree
Charge: -1
Frontier orbital gap (alpha / beta): 0.0934 / 0.3366 hartree
LUMO (alpha / beta): 3.93 / 3.81 eV
2S+1: 2